Density functional theory data (the ωB97M-V functional and the def2-TZVPD basis) for a 11-piece molecular cluster, C29H29Cl40N6O2 overall at a distorted geometry.

Results
Electronic energy in a.u.: -20007.9462
Molar mass in g/mol: 1911.711
HOMO energy in eV: -11.244
HOMO-LUMO gap in Ha: 0.2579
ΔE to the lowest compared entry with this formula, charge and spin in kJ/mol: 1125.9
Charge: +1

Geometry as XYZ:
```
106
Properties=species:S:1:pos:R:3:forces:R:3:mulliken_charge:R:1
C -0.3110 -2.6524 5.8322 -3.3496 0.3318 -9.7777 -0.396
C -0.7816 -2.7168 4.4862 3.6290 1.5316 8.8472 0.432
N -1.0145 -2.6144 3.0072 2.0679 0.7337 1.3706 0.837
C -1.4282 -1.2468 2.5314 -3.1064 0.8763 -0.3150 -2.225
N -0.5957 -0.0058 2.4210 -1.0266 -2.0828 0.6940 2.261
C 0.3241 0.0521 1.2407 2.0095 1.4801 -1.3579 -0.216
C 1.9057 -0.3186 1.5629 2.3709 -2.6372 -4.1632 -0.143
C 2.7230 -0.9770 0.4748 -2.9460 1.3325 3.5692 -1.045
C -0.0008 0.4774 3.7106 1.0433 -0.2110 1.1877 -1.152
O -1.0976 0.4819 4.7278 0.2261 -0.7658 -1.9112 -0.168
N -0.6611 0.9731 5.9028 -1.4541 -1.7182 4.0171 0.073
O -1.2840 0.4701 6.8495 1.8990 2.0263 -3.8678 -0.265
N -2.7800 -1.1347 2.1725 3.3445 -1.1119 1.0627 0.982
C -3.6894 -2.3717 2.3333 -1.4252 -1.8970 0.9996 -0.715
N -3.4394 -3.4331 1.2721 -1.8292 0.3841 0.8089 -0.123
C -4.8225 -3.8330 0.7338 -1.1788 -0.8918 -0.5344 -0.758
C -3.4432 0.1099 1.6397 -1.3758 2.3519 -0.9586 -0.645
C -2.8373 0.6144 0.1637 0.2167 -0.3394 0.2847 -0.055
C -3.5027 1.3657 2.7437 0.2481 -0.2425 -1.5854 1.147
C -4.7940 2.2945 2.2461 0.1524 -0.7627 0.3870 -0.132
C -6.0797 1.8481 3.1792 0.6589 -0.2409 -0.5829 -0.908
C 0.1635 -3.1880 2.1909 1.1466 -0.5962 -1.0861 0.367
C -0.0955 -3.3036 0.6157 3.1310 -1.0167 0.6196 -0.035
C 1.0689 -3.9032 -0.3523 0.2617 0.5693 6.0845 -0.698
C 2.3600 -4.3532 0.5345 -3.2683 1.4387 0.7853 -0.334
C 2.3352 -4.1576 2.1255 -0.4304 0.0574 -0.9375 -0.309
N 1.3192 -3.5743 3.0450 -0.7906 -0.8258 -7.9627 -0.404
H 0.0320 -2.3920 6.9431 -1.1250 -0.9313 -3.0272 -0.188
H 0.3471 1.1923 0.8854 -0.1639 -2.3637 0.8649 0.030
H -0.1045 -0.5361 0.2940 1.0551 1.0424 2.4757 0.240
H 2.4759 -0.0694 2.5533 -1.5240 -0.3894 -1.9789 0.260
H 3.8529 -1.2985 0.6127 -2.7883 0.8502 0.0252 0.403
H 2.2144 -1.2471 -0.5618 0.9698 0.5117 2.6153 0.265
H 0.8230 -0.2601 4.1626 -1.6954 1.6703 -1.1600 0.473
H 0.3829 1.5833 3.6068 -0.4830 -2.4535 -0.0523 0.500
H -3.6028 -2.8367 3.4302 0.2376 1.3591 -2.3590 0.314
H -4.8438 -2.0918 2.2310 2.9093 0.1543 0.2194 0.474
H -3.0350 -4.2950 1.7089 -0.3886 1.2550 -0.3711 0.240
H -4.7418 -4.6421 -0.1308 0.0008 1.9759 2.0366 0.146
H -5.4260 -2.9252 0.2943 1.5155 -1.5554 0.8739 0.315
H -5.5109 -4.3030 1.5882 1.4388 0.9124 -1.7434 0.306
H -4.5953 -0.1010 1.4025 2.7196 -0.2647 0.7821 0.505
H -3.7007 1.0790 -0.5046 1.8665 -1.2718 1.5165 -0.135
H -2.0282 1.4503 0.2958 -1.4669 -1.6992 -0.1286 -0.079
H -2.3423 -0.3349 -0.3598 -1.2189 2.1448 0.9000 0.138
H -2.4861 1.9596 2.6102 -2.8563 -1.7809 0.7005 -1.473
H -3.6471 0.9009 3.8074 0.2780 1.1448 -1.9532 0.473
H -4.5258 3.4346 2.3069 -0.6385 -2.2378 0.0494 0.287
H -5.0276 2.0550 1.1218 0.5236 0.5009 2.0917 0.114
H -7.0891 1.8895 2.5798 1.9634 0.2512 1.3839 0.320
H -6.0626 2.5301 4.1359 -0.3639 -1.6262 -1.8313 0.281
H -5.9059 0.7000 3.4483 -0.4853 2.5221 -0.2995 0.201
H -1.1079 -2.9309 0.1467 2.0973 -0.9112 1.2949 0.388
H 0.9355 -3.9812 -1.5123 0.3921 0.0937 2.5785 0.373
H 3.2978 -4.8306 0.0059 -2.1056 1.0817 1.3905 0.336
H 3.3105 -4.5509 2.6956 -2.4370 1.0268 -1.4020 0.300
C 5.3109 0.4220 -2.7149 0.0551 0.1493 -0.3061 0.251
Cl 4.8470 -0.0329 -4.3739 -0.0664 0.0199 0.4440 -0.060
Cl 6.9245 -0.2381 -2.3473 -0.4443 0.0070 0.1520 -0.097
Cl 5.3496 2.1978 -2.5748 -0.0996 -0.4572 0.0557 -0.060
Cl 4.1225 -0.2389 -1.5635 0.9184 0.6223 -1.0876 -0.071
C -0.6891 4.4793 1.1261 0.2305 0.5109 -0.1706 0.261
Cl -0.8709 3.2229 2.3762 0.5306 0.9959 -0.4038 -0.146
Cl -0.1559 3.7274 -0.3986 -0.1549 0.1139 0.3539 -0.101
Cl -2.2529 5.2943 0.8713 0.3801 -0.2805 0.0914 -0.083
Cl 0.5233 5.6728 1.6556 -0.4680 -0.3982 -0.1620 -0.018
C -4.5891 2.7657 -3.4421 -0.0794 0.1562 -0.2364 0.258
Cl -3.3185 2.9013 -4.6837 -0.3349 -0.0552 0.3740 -0.085
Cl -4.8862 1.0463 -3.0816 0.0429 0.3107 -0.0802 -0.101
Cl -4.0620 3.6009 -1.9591 -0.0659 -0.1663 -0.2428 0.003
Cl -6.0899 3.5143 -4.0438 0.4488 -0.2386 0.2054 -0.084
C 1.4109 9.8516 2.7523 -0.0524 0.1920 0.0718 0.349
Cl 2.3457 8.4361 2.2076 -0.1020 0.3070 0.1021 -0.091
Cl -0.2083 9.8156 2.0096 0.3871 -0.0274 0.1658 -0.086
Cl 1.2515 9.8113 4.5264 0.0440 -0.0151 -0.4665 -0.087
Cl 2.2545 11.3436 2.2655 -0.2305 -0.4553 0.1277 -0.086
C 8.0109 2.2450 -6.3266 0.0676 0.1055 0.0710 0.233
Cl 9.6285 2.9885 -6.3979 -0.2649 -0.3526 0.2854 -0.046
Cl 7.8182 1.1106 -7.6870 0.0415 0.2606 0.2746 -0.081
Cl 7.8292 1.3642 -4.7886 0.3943 0.3629 -0.6622 -0.043
Cl 6.7675 3.5169 -6.4332 0.0062 -0.4922 0.4998 -0.078
C -4.2891 -7.7994 -0.4637 -0.1788 -0.2124 0.0330 0.340
Cl -4.4709 -9.0559 0.7864 0.0511 0.3916 -0.3616 -0.083
Cl -3.7559 -8.5514 -1.9884 -0.1437 0.2408 0.4106 -0.085
Cl -5.8529 -6.9844 -0.7185 0.7757 0.1857 0.4665 -0.083
Cl -3.0767 -6.6059 0.0658 0.0698 -0.3845 -0.1298 -0.065
C 8.6109 6.0390 -9.3242 0.0673 -0.0431 -0.0974 0.292
Cl 9.8815 6.1746 -10.5658 -0.3355 0.0415 0.3351 -0.077
Cl 8.3138 4.3196 -8.9637 -0.1717 0.9923 -0.6193 -0.018
Cl 9.1380 6.8742 -7.8412 -0.1284 -0.2237 -0.3152 -0.103
Cl 7.1101 6.7876 -9.9259 0.3536 -0.1858 0.1551 -0.099
C -9.0891 -8.8424 -2.5956 -0.0398 -0.1965 -0.1406 0.327
Cl -7.3196 -8.9317 -2.4077 -0.8349 -0.4098 -0.4729 -0.048
Cl -9.4831 -8.1825 -4.2031 0.1081 -0.1501 0.4229 -0.088
Cl -9.7865 -10.4742 -2.4362 0.1708 0.4488 -0.0245 -0.087
Cl -9.7673 -7.7809 -1.3353 0.1789 -0.2083 -0.2514 -0.109
C 11.3135 2.5447 -11.8805 0.0564 -0.0716 0.0455 0.259
Cl 10.4562 3.5799 -13.0500 0.2039 -0.2743 0.2670 -0.087
Cl 10.5222 2.6656 -10.2887 0.4671 -0.2267 -0.5974 0.032
Cl 11.2681 0.8534 -12.4393 0.0108 0.3971 0.1129 -0.103
Cl 13.0075 3.0797 -11.7438 -0.4198 -0.1143 -0.0348 -0.095
C 1.7135 0.2843 9.4315 0.1162 0.3653 0.0797 0.346
Cl 1.9759 0.4366 11.1871 -0.1042 -0.1118 -0.5477 -0.081
Cl 0.7762 1.6824 8.8474 0.3652 -0.3667 0.2636 -0.074
Cl 3.2874 0.2344 8.5978 -0.3930 -0.0245 0.1778 -0.102
Cl 0.8145 -1.2165 9.0933 0.1199 0.1790 0.1966 -0.141
```
Positions in Å, forces in eV/Å.

***

Density functional theory data (the ωB97M-V functional and the def2-TZVPD basis) for a 3-piece molecular cluster, C2H6N3S2 overall at a distorted geometry.

Results
Electronic energy in a.u.: -1040.0240
Spin multiplicity: 3
Molar mass in g/mol: 136.225
HOMO energy (spin up / spin down) in eV: -14.295 / -13.608
<S²>: 2.0156
HOMO-LUMO gap (spin up / spin down) in Ha: 0.3694 / 0.2367
ΔE to the lowest compared entry with this formula, charge and spin in kJ/mol: 186.0
Charge: +1

Geometry as XYZ:
```
13
Properties=species:S:1:pos:R:3:forces:R:3:mulliken_charge:R:1
C -1.3450 -0.6741 1.8349 -1.5114 0.9002 -0.3314 -0.091
C -0.8996 -0.5690 -0.5547 -1.2883 0.2050 1.2167 0.125
N -0.1267 -0.5963 1.5092 1.4284 -0.0697 3.1601 -0.551
N 0.1395 -0.5426 0.2482 -0.3930 -0.7668 -2.9238 0.392
N 2.5003 0.5504 -0.0102 0.2388 -1.7446 0.8822 -0.839
S -2.3797 -0.6067 0.3904 1.5897 -0.2248 -0.0675 0.099
S -2.7362 -0.1245 -3.1406 0.3039 -0.5337 0.2415 -0.054
H -1.5839 -0.5217 2.8963 -0.5034 -0.5401 -0.6859 0.413
H 2.8202 0.5541 -0.9466 0.3930 0.3929 -0.9548 0.255
H 1.2012 -0.4524 0.0753 0.0231 0.5992 -0.5839 0.477
H 2.0157 1.3675 0.2494 -0.3248 1.3493 0.0476 0.280
H 3.2833 0.4193 0.6167 0.0557 -0.0023 -0.0345 0.257
H -2.8892 1.1961 -3.1681 -0.0119 0.4355 0.0337 0.238
```
Positions in Å, forces in eV/Å.